Below is a structure of composition C29H42CoN3O10P2 at a distorted geometry, with properties calculated with ωB97M-V/def2-TZVPD.

```
87
C29H42CoN3O10P2 (ωB97M-V/def2-TZVPD)
H 0.043 -0.005 -3.436
C -0.149 5.856 3.197
H 2.958 3.612 3.700
H -1.436 4.341 -2.948
O -0.659 -4.480 2.177
H 0.677 -4.979 -2.467
C -1.981 -3.984 -3.643
H 3.249 -5.179 4.216
H -2.239 -3.297 2.873
H 1.423 0.078 -2.307
H -1.483 -4.634 -2.923
H -0.853 4.179 -0.429
C -2.030 -1.682 -4.656
C 0.858 3.672 3.296
C 2.209 -0.766 3.851
C 0.521 4.054 -2.103
C 2.759 0.229 -0.245
N 1.716 1.430 3.692
H 1.181 7.514 3.509
H -0.118 4.410 -4.135
H 3.367 -2.990 -0.760
C 0.734 2.201 3.127
H 3.084 -0.526 4.458
O -0.200 -1.712 2.526
C 2.532 -3.252 -0.103
Co 0.258 -0.011 1.546
H -3.494 3.098 -0.595
C 0.652 -2.531 2.942
C 0.185 4.431 -0.671
H 2.336 -2.401 0.550
C -4.069 1.216 -2.521
H 0.317 5.508 -0.550
H 0.454 -3.764 -0.281
H -4.969 0.758 -2.105
O 0.528 2.605 -2.330
H -2.494 2.064 0.448
O -0.245 1.750 2.493
H -2.754 0.195 -1.173
C 1.543 -4.789 -1.830
N 1.456 0.189 3.367
P -0.321 1.511 -1.604
H -0.380 5.769 -3.024
H -3.027 -3.880 -3.344
C 0.331 0.016 -2.384
H -2.575 -4.460 1.574
C 1.903 -2.123 3.602
H 1.546 4.339 -2.319
H -4.302 2.244 -2.815
H 3.729 -2.787 4.537
C 2.812 -3.107 4.055
H 1.123 -5.900 3.114
H 2.411 -4.610 -2.472
H 0.831 3.917 0.043
C -0.412 4.682 -3.119
C -3.304 2.069 -0.280
H -3.769 0.662 -3.411
O -0.262 1.455 -0.138
C -0.263 4.477 3.109
H -1.549 -0.702 -4.683
O 3.462 0.570 -1.168
C 2.542 -4.431 3.876
C 2.210 5.635 3.631
H 1.731 -5.678 -1.224
H -0.276 -2.715 -3.951
C 2.096 4.253 3.560
O -1.783 1.748 -2.167
O 1.029 -2.438 -1.796
O -1.427 -2.056 -2.353
H -2.022 -2.102 -5.665
N 2.058 -0.091 0.661
H -4.208 1.678 0.193
C -1.332 -2.619 -3.689
C 1.089 6.436 3.452
H -1.716 -2.940 1.216
H -3.068 -1.548 -4.341
O -0.620 -1.297 -0.137
P -0.191 -1.483 -1.539
H -1.214 4.004 2.890
C 1.338 -4.847 3.254
H -1.025 6.481 3.060
H -1.940 -4.453 -4.629
C 0.413 -3.955 2.806
C -2.967 1.217 -1.488
H 2.811 -4.114 0.507
C 1.317 -3.595 -0.931
C -1.864 -3.728 1.946
H 3.174 6.087 3.826
```

**Expectation value of S²**: 6.065
**Frontier orbital gap (alpha / beta)**: 7.663 / 5.646 eV
**Multiplicity**: 5
**F_max**: 1.01 eV Å⁻¹
**E_LUMO (alpha / beta)**: 0.152 / -1.929 eV
**E_tot**: -111910.5818 eV

Below is a structure of composition C29H42N5P2S2V at a distorted geometry, with properties calculated with ωB97M-V/def2-TZVPD.

```
81
C29H42N5P2S2V (ωB97M-V/def2-TZVPD)
C 3.885 0.487 -0.397
H 1.572 -3.814 4.436
H 0.194 -5.609 3.414
H -1.740 2.663 2.638
N 1.837 -0.832 -0.863
N -2.878 4.432 -7.083
H 1.647 3.806 -3.889
H 1.997 -1.360 -0.010
H -2.543 -3.551 -1.349
H -3.431 2.647 -7.952
H -1.366 -6.327 1.691
H -2.853 1.751 -2.225
C -2.719 -0.936 2.330
C -0.884 0.234 4.074
C -0.339 3.335 -6.793
H -0.208 1.057 4.322
C 0.264 -4.627 2.957
C -1.308 -5.355 1.216
H -3.482 3.029 0.836
C 0.940 2.345 -2.496
S 1.274 2.596 -6.523
H -0.169 4.368 -0.533
H -3.201 -1.002 1.356
C -1.946 -3.780 -0.472
C -1.878 5.136 -6.547
C -2.607 3.194 -7.502
H 2.922 0.254 -2.306
N 0.417 1.123 -2.248
S -1.314 -1.225 -0.844
C 3.254 1.825 -0.050
H 3.192 2.433 -0.952
H 0.194 5.249 -5.955
C -1.356 2.600 -7.382
H -1.774 0.310 4.701
C 1.232 2.814 -3.764
H -1.777 4.706 0.119
H -0.378 -0.709 4.297
H 4.022 -0.104 0.516
C -0.470 -4.367 1.775
C -0.938 4.007 0.153
H 2.803 -1.076 2.930
C 3.123 -0.346 -1.417
C -0.592 4.636 -6.383
H -2.115 6.149 -6.236
C 1.888 -1.267 3.493
H 1.941 1.086 1.342
H -3.447 -0.641 3.087
H 1.124 2.968 -1.632
H 4.882 0.683 -0.789
C -1.142 -2.774 0.029
C -0.360 -3.076 1.192
C -2.883 2.121 0.871
H 0.210 0.093 -5.454
C 0.169 0.351 -3.336
C 0.435 0.756 -4.628
N 1.887 1.694 0.526
H -1.179 1.593 -7.742
V 0.152 0.515 -0.390
P -1.485 2.306 -0.310
H -1.699 3.027 -2.636
H -3.187 1.731 3.001
H -3.147 3.423 -1.697
C -2.034 -5.061 0.101
H 2.182 -1.514 4.511
C 0.972 2.015 -4.863
C 1.020 -3.646 3.518
H -3.505 1.297 0.516
N 0.441 -2.124 1.764
C -2.382 2.666 -1.866
H 3.905 2.351 0.644
C 1.080 -2.384 2.878
H -2.693 -5.802 -0.339
H 1.410 -1.490 -1.508
H 1.583 2.595 0.876
C -2.366 1.836 2.291
H 3.749 -1.179 -1.730
P -1.352 0.291 2.292
H -0.526 4.012 1.165
H 1.295 -0.348 3.528
H -2.331 -1.926 2.578
H -0.282 -0.611 -3.140
```

**Expectation value of S²**: 0.769
**Frontier orbital gap (alpha / beta)**: 6.470 / 5.761 eV
**Multiplicity**: 2
**F_max**: 2.16 eV Å⁻¹
**Charge**: +1
**E_LUMO (alpha / beta)**: -2.745 / -2.794 eV
**E_tot**: -104137.6100 eV